Entry 1:
Computed, not measured: 4 unconnected molecules or ions with the total composition C20H48BN4O8PS, with ωB97M-V/def2-TZVPD.

Structure (XYZ):
```
83
Properties=species:S:1:pos:R:3
C 1.44768 0.10371 1.88936
C 1.64911 -0.91693 0.79638
O 0.45708 -1.06619 -0.03793
P 0.13243 -0.03254 -1.17593
O 1.07785 1.08496 -1.34822
C -1.53668 0.55155 -0.86323
C -1.60250 1.28351 0.50647
B -2.67682 2.39617 0.44694
C -2.48998 3.93545 0.39206
C -1.23526 4.40522 -0.37668
C 0.10878 4.11217 0.31547
C 1.17361 5.21269 0.14372
N 2.21968 4.93990 -0.83975
S -4.48160 1.73835 0.37517
C -4.96494 1.91561 -1.32797
O -4.46998 0.30999 0.64180
O -5.33630 2.60456 1.16112
O 0.04684 -0.99833 -2.44286
C -0.49391 -0.49031 -3.67470
C -1.90973 -0.97271 -3.92013
H 0.44491 0.00106 2.30620
H 2.15662 -0.05192 2.70134
H 1.56701 1.11392 1.49835
H 2.50340 -0.66859 0.17000
H 1.81636 -1.91297 1.20217
H -2.26032 -0.26366 -0.86917
H -1.77225 1.21910 -1.69954
H -1.91183 0.54804 1.25606
H -0.62704 1.66740 0.79213
H -3.38591 4.37932 -0.05861
H -2.47392 4.34173 1.41162
H -1.32113 5.48407 -0.53268
H -1.24780 3.96094 -1.37772
H 0.53305 3.19220 -0.09273
H -0.07041 3.92157 1.37857
H 0.69524 6.15799 -0.12803
H 1.67663 5.37033 1.09890
H 2.77123 4.14154 -0.54223
H 1.81629 4.69347 -1.73699
H -5.20363 2.95049 -1.55873
H -4.16621 1.53241 -1.96331
H -5.83826 1.27228 -1.43788
H 0.16479 -0.85972 -4.46140
H -0.41915 0.60033 -3.69775
H -2.53509 -0.86456 -3.03417
H -1.92702 -2.02039 -4.21962
H -2.36034 -0.38141 -4.71897
C -0.78065 -5.90179 -2.81457
O -0.95686 -7.08808 -3.01142
N -1.17122 -5.24539 -1.70383
C -0.93461 -3.82796 -1.52439
C -1.84945 -5.99770 -0.66418
H -0.27392 -5.24670 -3.54481
H -0.31850 -3.63919 -0.64380
H -1.87867 -3.28962 -1.40529
H -0.41599 -3.43071 -2.39280
H -1.21447 -6.80259 -0.29256
H -2.76538 -6.44835 -1.04757
H -2.09375 -5.32283 0.15336
C 0.83404 -0.72080 5.22833
O 1.33097 0.36882 5.02223
N -0.13441 -0.95647 6.13583
C -0.69709 -2.27297 6.34022
C -0.62014 0.16061 6.92763
H 1.13764 -1.62711 4.67493
H -1.76990 -2.27656 6.13697
H -0.53742 -2.61286 7.36559
H -0.21581 -2.97816 5.66457
H -1.03499 0.93711 6.28457
H 0.19067 0.60457 7.50547
H -1.39255 -0.19809 7.60408
C 5.56438 -0.44484 -0.92717
O 4.78959 -0.23175 -0.01255
N 5.21245 -0.48173 -2.22630
C 6.16446 -0.76571 -3.27588
C 3.81946 -0.23233 -2.56277
H 6.63883 -0.63040 -0.76151
H 6.23219 0.06650 -3.97978
H 5.88121 -1.66397 -3.82876
H 7.14784 -0.92672 -2.83703
H 3.50694 0.76023 -2.24069
H 3.17539 -0.95079 -2.05440
H 3.68911 -0.32747 -3.63864
```

Computed properties:
Orbital gap ... 8.7 eV
M ... 546.477 g/mol
Structure (SMILES) ... CCOP(=O)(CCB(CCCCN)S(C)(=O)=O)OCC.CN(C)C=O.CN(C)C=O.CN(C)C=O
E ... -2376.26117 hartree
2S+1 ... 1
Max |F| ... 0.558 eV/Å

***

Entry 2:
Computed, not measured: 11 unconnected molecules or ions with the total composition C20H48Cl2F12N5O10, with ωB97M-V/def2-TZVPD.

Structure (XYZ):
```
97
Properties=species:S:1:pos:R:3
N 5.14533 2.93896 1.46991
H 4.41846 2.32331 1.13414
H 5.01900 3.74475 0.87421
H 6.07147 2.59781 1.25550
H 5.00089 3.23232 2.42551
N -1.67828 3.96662 -2.34970
H -0.69402 4.13136 -2.50524
H -2.11735 4.72523 -1.84786
H -1.69778 3.29060 -1.59956
H -2.30366 3.61866 -3.06239
N 0.56044 3.99878 2.04337
H 0.29599 4.65680 1.32421
H -0.07462 3.78384 2.79874
H 1.37238 4.32549 2.54746
H 0.74306 3.09938 1.62166
N 1.84866 -0.24398 4.49131
H 1.95195 -0.21824 3.48693
H 1.30390 0.57470 4.72176
H 2.76139 -0.12635 4.90748
H 1.35465 -1.08808 4.74339
N -3.56257 2.92123 3.54248
H -3.59840 3.84020 3.12497
H -3.06554 2.36275 2.86339
H -4.46578 2.54793 3.79736
H -2.93296 2.92209 4.33222
O 1.53729 0.37079 0.72364
C 0.58737 -0.28194 -0.09394
C -1.00766 -0.14264 0.07657
O -1.64562 1.05580 0.35820
H 0.85666 -1.33167 -0.21074
H 0.81086 -0.05417 -1.13619
H -1.27597 -0.66302 0.99598
H -1.50992 -0.59018 -0.78106
C 1.88990 -6.75300 2.42680
C 1.66600 -5.26793 2.50025
O 0.27650 -5.09071 2.84251
C -0.20293 -4.38918 3.93112
O 0.50671 -3.90897 4.82135
C -1.75813 -4.17795 3.93962
F -2.28331 -4.64671 2.78086
F -2.33877 -4.90947 4.95109
F -2.01168 -2.92177 4.18342
H 1.04529 -7.36111 2.10286
H 2.05839 -7.16794 3.42055
H 2.72381 -6.93124 1.74789
H 1.92582 -4.77289 1.56456
H 2.36054 -4.86371 3.23666
C 4.33955 -0.07772 -4.43287
C 4.56748 1.30774 -3.88132
O 5.77499 1.91995 -4.40859
C 6.78732 2.33167 -3.60571
O 6.85810 2.25768 -2.36798
C 7.82617 3.13579 -4.52023
F 8.86380 2.37965 -4.62370
F 7.25857 3.50929 -5.70499
F 8.24205 4.22552 -3.87059
H 3.26674 -0.21684 -4.56635
H 4.65240 -0.78073 -3.66086
H 4.82842 -0.27511 -5.38689
H 4.44306 1.36964 -2.80021
H 3.69764 1.81506 -4.29857
C -8.11292 1.69375 1.58255
C -7.36603 0.58956 2.25860
O -7.86340 0.13620 3.47939
C -7.60335 0.90224 4.65384
O -6.97202 1.97788 4.72795
C -8.31204 0.34490 5.95151
F -9.06383 -0.76113 5.72042
F -7.41853 -0.00545 6.88134
F -9.15406 1.24648 6.38374
H -7.48760 1.95197 0.72792
H -8.22861 2.58649 2.19714
H -9.05352 1.29844 1.19901
H -6.30957 0.83792 2.36012
H -7.32884 -0.24646 1.56018
C -1.32566 -1.61253 -7.00036
C -1.95401 -1.41580 -5.65211
O -3.33773 -1.07913 -5.91404
C -4.01759 0.09155 -5.67554
O -3.56630 1.00766 -4.97228
C -5.37297 0.21494 -6.41603
F -6.33024 -0.46982 -5.87528
F -5.85142 1.47502 -6.48938
F -5.18490 -0.24489 -7.69030
H -1.92768 -2.24172 -7.65595
H -0.27385 -1.88680 -6.91937
H -1.24978 -0.63730 -7.48126
H -1.37066 -0.72027 -5.04875
H -1.92545 -2.31255 -5.03315
Cl 6.70818 -4.35265 0.38122
C 6.33820 -2.64829 0.68759
C 7.65556 -1.83801 0.63103
Cl 9.07149 -2.57940 1.64857
H 5.89289 -2.46848 1.66609
H 5.53525 -2.38334 -0.00029
H 7.39163 -0.87572 1.06970
H 8.09530 -1.60308 -0.33827
```

Computed properties:
Orbital gap ... 3.7 eV
M ... 817.511 g/mol
Net charge ... +3
E ... -3934.52381 hartree
2S+1 ... 1
Max |F| ... 4.464 eV/Å

***

Entry 3:
Computed, not measured: a molecular structure, C20H48F3KN6O6P2, with ωB97M-V/def2-TZVPD.

Structure (XYZ):
```
86
Properties=species:S:1:pos:R:3
K -0.39511 -2.31290 -1.21240
C -2.39801 -2.47594 -8.99135
O -2.19129 -3.59402 -9.83627
O -2.04571 -2.83254 -7.65856
C -1.64853 -1.26061 -9.61446
F -0.39651 -1.42398 -9.78712
F -2.04870 -0.90023 -10.80777
F -1.90897 -0.16113 -8.91364
C -2.97907 -3.68354 -11.00174
C -2.31771 -4.68765 -11.86742
H -2.79185 -4.84127 -12.83679
H -1.32679 -4.30851 -12.11730
H -2.22739 -5.68216 -11.43051
H -3.09198 -2.86937 -11.71762
H -3.99119 -4.05797 -10.84839
H -3.44718 -2.20019 -8.88507
O -4.47568 -0.35742 2.87125
P -4.68481 0.26631 4.23405
N -6.28039 0.83658 4.53650
C -7.44531 0.22938 3.90254
C -6.63411 1.50253 5.77692
N -3.69285 1.65224 4.54311
C -2.28667 1.45479 4.93760
C -3.95356 2.91557 3.85489
N -4.46297 -0.80453 5.60252
C -4.33425 -0.39346 6.98556
C -4.99552 -2.15117 5.46403
H -7.22117 0.14742 2.83899
H -8.36783 0.80951 3.92525
H -7.52788 -0.82079 4.18254
H -5.78679 2.05688 6.18046
H -6.92229 0.86950 6.61615
H -7.49644 2.14686 5.60561
H -2.12552 0.37834 4.99570
H -1.63790 1.88095 4.17237
H -2.15922 1.81619 5.95802
H -3.22596 3.71457 3.99734
H -4.07874 2.81468 2.77681
H -4.90849 3.26992 4.24294
H -3.62674 0.43558 6.97074
H -5.28130 -0.09506 7.43519
H -3.89361 -1.21010 7.55745
H -4.47451 -2.88502 6.07895
H -5.01891 -2.31403 4.38653
H -6.00695 -2.13475 5.87004
O 4.16640 1.24636 -1.13079
P 4.87928 2.32432 -1.85985
N 5.48321 1.77525 -3.41131
C 5.80914 2.65413 -4.50972
C 5.49297 0.29839 -3.66609
N 6.19407 3.00241 -1.04167
C 6.68417 2.39729 0.15926
C 7.19628 3.73827 -1.80242
N 3.91769 3.72789 -2.14791
C 3.78043 4.95974 -1.16405
C 2.88291 3.68201 -3.22460
H 5.73479 3.70456 -4.22839
H 5.08265 2.49972 -5.30752
H 6.84923 2.48414 -4.78798
H 4.81871 0.05596 -4.48750
H 5.14716 -0.28493 -2.81272
H 6.53663 0.01665 -3.80580
H 7.22647 1.46132 0.02528
H 7.22928 3.08596 0.80476
H 5.83526 2.13578 0.79097
H 7.96007 4.08224 -1.10499
H 7.75375 3.14350 -2.52599
H 6.72077 4.56455 -2.33086
H 3.27240 5.85634 -1.51920
H 3.39824 4.65928 -0.18847
H 4.76002 5.38354 -0.94296
H 2.67708 2.67645 -3.59144
H 3.29253 4.35717 -3.97590
H 1.94686 4.02859 -2.78667
O 0.78486 -4.78651 4.31536
C 1.47259 -4.58888 5.25074
O 2.21182 -3.43319 5.26102
C 2.94902 -3.34785 6.44029
C 2.21591 -4.37743 7.37586
C 1.62261 -5.40244 6.46328
H 2.75160 -2.37789 6.89667
H 4.03509 -3.40596 6.36817
H 1.51711 -3.85430 8.02863
H 2.87194 -4.85728 8.10214
H 0.68998 -5.84164 6.81740
H 2.36137 -6.18298 6.28136
```

Computed properties:
Orbital gap ... 2.7 eV
M ... 626.680 g/mol
E ... -3152.96283 hartree
2S+1 ... 1
Max |F| ... 4.463 eV/Å

***

Entry 4:
Computed, not measured: 4 unconnected molecules or ions with the total composition C20H48FIN3OS, with ωB97M-V/def2-TZVPD.

Structure (XYZ):
```
75
Properties=species:S:1:pos:R:3
O 2.04294 0.80332 1.37686
C 2.60992 1.29697 0.46618
I 1.97189 3.03360 -0.55124
C 3.97902 0.76701 -0.00621
S 5.25909 1.49572 1.00095
F 5.16142 0.65790 2.30469
H 4.22493 1.04527 -1.03343
H 4.03692 -0.31780 0.14836
H 4.58501 2.60266 1.41251
C 2.89220 7.42489 -2.48456
C 2.16446 6.79536 -3.66213
N 0.97145 6.06084 -3.26917
C 0.43560 5.22025 -4.33169
C -0.09596 5.90101 -5.59622
C -0.00976 6.82377 -2.50520
C -0.57119 8.10396 -3.13265
H 3.10779 6.67630 -1.71815
H 3.83674 7.85398 -2.81996
H 2.31628 8.22773 -2.02439
H 2.83309 6.08078 -4.15082
H 1.95820 7.57744 -4.40729
H -0.35632 4.60187 -3.89900
H 1.23338 4.52906 -4.62373
H -1.04899 6.39832 -5.42499
H -0.25536 5.15230 -6.37373
H 0.60791 6.63549 -5.98858
H 0.44303 7.08580 -1.54563
H -0.83191 6.14496 -2.26353
H 0.21750 8.72549 -3.55879
H -1.07367 8.69594 -2.36627
H -1.29919 7.89915 -3.91505
C 1.91576 -6.93799 0.53690
C 2.69958 -5.70653 0.96046
N 2.46391 -4.55879 0.09600
C 3.40845 -3.48429 0.29092
C 3.40963 -2.75652 1.64473
C 1.07256 -4.16487 -0.07023
C 0.27420 -3.80592 1.18820
H 2.10165 -7.17103 -0.51200
H 2.22264 -7.79342 1.13863
H 0.84196 -6.81110 0.67691
H 3.76822 -5.93239 0.90661
H 2.48302 -5.49429 2.01929
H 3.24507 -2.75323 -0.51227
H 4.40993 -3.89302 0.12130
H 2.54147 -2.10759 1.76399
H 4.30748 -2.13068 1.72393
H 3.43626 -3.44930 2.48476
H 0.55543 -4.97530 -0.58663
H 1.05251 -3.32300 -0.76869
H 0.41983 -4.53752 1.98417
H -0.79186 -3.78994 0.95279
H 0.53006 -2.82160 1.58049
C -5.36906 -4.54047 1.09781
C -4.26921 -3.56342 1.48262
N -4.77765 -2.33048 2.05809
C -3.78205 -1.28058 2.14932
C -2.58163 -1.50466 3.07729
C -5.65477 -2.48561 3.20872
C -5.10912 -3.23781 4.42859
H -6.10316 -4.05786 0.45160
H -4.94039 -5.38686 0.55991
H -5.88814 -4.93904 1.96978
H -3.71245 -3.28741 0.58143
H -3.55083 -4.08114 2.14017
H -4.29058 -0.35636 2.43732
H -3.40450 -1.11045 1.13512
H -2.84800 -1.41672 4.12963
H -1.81600 -0.75163 2.87382
H -2.12927 -2.48482 2.91827
H -6.56245 -2.99107 2.87246
H -5.97623 -1.48546 3.50961
H -4.60798 -4.16369 4.14152
H -5.93331 -3.50619 5.09150
H -4.40738 -2.63934 5.00802
```

Computed properties:
Orbital gap ... 3.8 eV
M ... 524.593 g/mol
Net charge ... +1
E ... -1825.68912 hartree
2S+1 ... 1
Max |F| ... 0.377 eV/Å